{"formula": "C15H15ClINO2", "method": "ωB97M-V/def2-TZVPD", "symbols": ["I", "Cl", "O", "O", "N", "C", "C", "C", "C", "C", "C", "C", "C", "C", "C", "C", "C", "C", "C", "C", "H", "H", "H", "H", "H", "H", "H", "H", "H", "H", "H", "H", "H", "H", "H"], "xyz": [[-6.16, 1.35, 1.71], [3.36, -1.56, 4.27], [-2.36, -1.13, 2.43], [0.20, -1.32, -2.83], [3.25, -1.20, -1.58], [2.43, -1.39, 2.65], [0.79, -1.23, 2.69], [-1.72, -0.50, -1.36], [4.34, 1.10, -0.81], [-1.64, -0.94, 1.32], [0.81, -1.12, -0.24], [-4.00, 0.01, -0.05], [-2.42, -0.47, -0.05], [-4.26, 1.51, 0.57], [3.22, -1.39, 1.21], [2.48, -1.23, -0.28], [4.53, -0.38, -1.48], [-0.14, -1.00, -1.57], [-4.58, 2.64, -0.63], [0.02, -1.11, 1.23], [5.38, -1.04, -0.99], [4.41, -1.51, 1.24], [0.16, -1.22, 3.69], [-4.70, 2.14, -1.69], [3.23, 1.43, -0.65], [-3.45, 1.88, 1.33], [4.88, -0.20, -2.61], [-5.56, 3.25, -0.40], [4.93, 1.07, 0.22], [-2.32, -0.18, -2.34], [-4.42, -0.13, -1.15], [2.71, -0.75, -2.36], [4.87, 1.97, -1.43], [-3.67, 3.41, -0.68], [-4.59, -0.75, 0.64]], "smiles": "CCNc1cc(Cl)cc2c1C(=O)C=C(C[C@@H](C)I)C2=O", "gap_ha": 0.2455, "total_energy_ha": -1543.1909}



{"formula": "C3H10OS2", "method": "ωB97M-V/def2-TZVPD", "symbols": ["S", "S", "O", "C", "C", "C", "H", "H", "H", "H", "H", "H", "H", "H", "H", "H"], "xyz": [[-0.20, -1.29, 0.12], [0.73, 1.03, 0.08], [3.66, -0.82, -0.40], [-0.96, 1.52, -0.37], [-0.05, -1.34, 1.92], [-1.59, 0.86, -1.65], [-0.80, 2.61, -0.44], [-1.42, -0.20, -1.77], [0.34, -0.36, 2.31], [-2.68, 1.19, -1.77], [3.02, -1.30, -0.90], [0.67, -2.12, 2.32], [-1.16, -1.57, 2.17], [3.23, -1.12, 0.41], [-1.14, 1.55, -2.49], [-1.65, 1.36, 0.47]], "smiles": "CCSSC.O", "gap_ha": 0.2862, "total_energy_ha": -991.8303, "e_above_lowest_kj_mol": 213.6}



{"formula": "C43H41BN12O4PbSe", "method": "ωB97M-V/def2-TZVPD", "symbols": ["Pb", "Se", "O", "O", "O", "O", "N", "N", "N", "N", "N", "N", "N", "N", "N", "N", "N", "N", "C", "C", "C", "C", "C", "C", "C", "C", "C", "C", "C", "C", "C", "C", "C", "C", "C", "C", "C", "C", "C", "C", "C", "C", "C", "C", "C", "C", "C", "C", "C", "C", "C", "C", "C", "C", "C", "C", "C", "C", "C", "C", "C", "B", "H", "H", "H", "H", "H", "H", "H", "H", "H", "H", "H", "H", "H", "H", "H", "H", "H", "H", "H", "H", "H", "H", "H", "H", "H", "H", "H", "H", "H", "H", "H", "H", "H", "H", "H", "H", "H", "H", "H", "H", "H"], "xyz": [[0.76, 0.51, -0.82], [1.11, -2.38, 0.48], [3.23, -3.19, -2.05], [2.73, -1.19, -1.22], [-0.57, 1.39, -2.65], [-1.97, 0.81, -4.28], [-2.93, -2.13, 1.26], [-3.28, -2.49, 0.02], [0.16, -4.43, 2.43], [0.82, -0.86, -3.02], [2.21, 0.08, 1.90], [0.00, 2.41, 1.83], [2.15, 3.07, 0.61], [-0.68, 1.65, 0.95], [2.21, 1.27, 2.47], [-1.70, -1.86, 1.26], [-1.19, -2.02, 0.04], [2.10, 2.44, -0.58], [-0.11, -1.20, -5.17], [0.52, -3.61, 1.71], [2.67, 3.22, -1.50], [-2.14, 2.69, 2.27], [1.67, -2.59, -4.40], [0.76, -2.26, -5.39], [-0.95, 0.66, -3.62], [-4.58, -2.97, -0.32], [3.11, 4.39, -0.88], [2.71, 3.86, -3.88], [3.09, 2.36, 4.61], [-0.04, -0.52, -3.96], [2.64, -2.12, -2.08], [-2.17, -2.41, -0.74], [2.84, 1.22, 3.68], [-6.02, -2.39, 1.66], [3.08, 1.22, -4.63], [3.43, -3.06, 3.50], [-3.10, 1.22, 0.47], [3.00, 1.55, -3.29], [-0.52, 4.02, 3.72], [-0.87, 3.06, 2.64], [3.11, -2.64, 1.13], [2.81, 3.53, -5.22], [2.98, 2.21, -5.60], [-5.44, 0.63, 0.43], [3.23, -0.08, 3.90], [3.12, -2.15, 2.48], [2.76, 4.26, 0.45], [2.79, 2.86, -2.90], [3.75, -4.37, 3.20], [-4.33, 1.05, 1.13], [1.67, -1.85, -3.22], [2.83, -0.77, 2.74], [2.99, 5.25, 1.54], [-6.32, -4.57, 0.46], [3.82, -4.83, 1.89], [-1.98, 1.81, 1.20], [3.50, -3.99, 0.86], [-3.03, 0.92, -0.88], [-5.36, 0.34, -0.92], [-5.32, -3.51, 0.91], [-4.14, 0.47, -1.57], [1.53, 2.56, 1.93], [-5.81, -5.42, 0.01], [3.58, 4.82, 2.35], [3.52, 6.11, 1.14], [3.77, -0.46, 4.74], [3.63, 5.22, -1.33], [0.05, 3.54, 4.52], [3.66, 3.15, 4.12], [-6.78, -1.94, 1.04], [-4.06, 0.27, -2.63], [2.55, 4.88, -3.58], [-6.49, -2.78, 2.56], [-6.39, 0.56, 0.94], [2.16, 2.78, 4.98], [-2.11, -2.60, -1.79], [-4.40, 1.26, 2.18], [3.24, 0.19, -4.92], [3.04, 1.95, -6.64], [3.10, 0.78, -2.53], [4.11, -5.85, 1.69], [-5.30, -1.62, 1.95], [2.38, -3.40, -4.50], [0.73, -2.81, -6.32], [-1.44, 4.41, 4.15], [-0.84, -0.89, -5.90], [3.52, -4.29, -0.18], [-6.89, -4.93, 1.31], [-5.14, -2.15, -0.78], [-4.58, -3.97, 1.57], [0.06, 4.85, 3.33], [-4.44, -3.76, -1.07], [3.39, -1.91, 0.34], [3.67, 1.99, 5.45], [-3.06, 3.06, 2.68], [3.39, -2.73, 4.53], [-6.24, 0.03, -1.46], [2.04, 5.58, 1.95], [3.94, -5.06, 4.01], [-7.01, -4.16, -0.27], [1.74, 3.39, 2.73], [-2.11, 1.11, -1.41], [2.74, 4.30, -5.96]], "gap_ha": 0.2398, "total_energy_ha": -5240.4443, "e_above_lowest_kj_mol": 220.2}



{"formula": "C12H23O2S2Si", "method": "ωB97M-V/def2-TZVPD", "symbols": ["S", "S", "Si", "O", "O", "C", "C", "C", "C", "C", "C", "C", "C", "C", "C", "C", "C", "H", "H", "H", "H", "H", "H", "H", "H", "H", "H", "H", "H", "H", "H", "H", "H", "H", "H", "H", "H", "H", "H", "H"], "xyz": [[0.07, -2.63, -2.00], [-0.36, -3.71, 0.90], [1.35, 2.45, 0.39], [0.40, 1.14, 0.85], [-3.36, 2.30, 0.33], [0.86, 2.59, -1.39], [-3.60, 3.71, 0.66], [-1.73, 0.55, 0.17], [0.61, -4.34, -2.17], [-0.13, -5.37, -1.29], [0.23, -5.24, 0.19], [0.55, -2.53, -0.26], [-2.17, 1.81, 0.62], [0.68, 3.98, 1.23], [3.10, 2.11, 0.92], [-0.33, 0.21, 0.22], [0.26, -1.24, 0.38], [-0.65, -1.50, 0.95], [0.45, -4.52, -3.25], [-4.63, 3.97, 0.37], [-1.56, 2.45, 1.27], [0.83, 3.96, 2.32], [-1.21, -5.20, -1.39], [3.21, 2.11, 2.02], [3.79, 2.89, 0.54], [-0.39, 4.09, 1.04], [3.48, 1.15, 0.57], [1.31, -5.25, 0.39], [1.69, -4.35, -1.96], [1.12, -1.06, 1.02], [-0.23, 2.71, -1.44], [1.31, 3.47, -1.87], [-2.44, -0.24, -0.02], [1.19, 4.87, 0.82], [1.12, 1.70, -1.97], [-3.46, 3.87, 1.75], [-0.24, -6.03, 0.80], [1.62, -2.88, -0.18], [-2.88, 4.37, 0.11], [0.13, -6.37, -1.62]], "charge": 1, "gap_ha": 0.2352, "total_energy_ha": -1707.1083, "e_above_lowest_kj_mol": 102.3}



{"formula": "C19H23Cl2NSTl", "method": "ωB97M-V/def2-TZVPD", "symbols": ["Tl", "Cl", "Cl", "S", "N", "C", "C", "C", "C", "C", "C", "C", "C", "C", "C", "C", "C", "C", "C", "C", "C", "C", "C", "C", "H", "H", "H", "H", "H", "H", "H", "H", "H", "H", "H", "H", "H", "H", "H", "H", "H", "H", "H", "H", "H", "H", "H"], "xyz": [[0.07, 0.30, 0.16], [-0.53, 2.45, -0.82], [0.76, 1.06, 2.37], [-1.52, -2.30, 1.96], [-0.50, -1.90, 0.86], [-1.59, -0.53, 4.10], [-2.58, 1.67, 3.98], [0.69, -2.92, 3.46], [-0.66, -3.20, 3.22], [0.61, -4.49, 5.30], [-0.74, -4.79, 5.03], [2.01, -0.42, -0.20], [-1.41, -0.70, -2.13], [0.85, -0.92, -3.21], [-1.82, 0.46, -3.00], [0.63, 0.52, -3.72], [1.34, -3.56, 4.52], [-1.37, -4.15, 3.97], [-2.00, -0.77, 2.78], [-2.73, 0.19, 2.06], [-0.82, 0.70, -4.15], [-1.86, 0.70, 4.70], [-3.02, 1.42, 2.67], [-0.22, -1.35, -2.25], [-3.55, 2.18, 2.10], [2.63, -0.26, 0.71], [0.89, 1.24, -2.93], [2.38, -3.33, 4.74], [-1.88, 1.40, -2.42], [-1.30, -5.51, 5.64], [-3.01, -0.03, 1.04], [1.30, 0.70, -4.56], [1.85, -1.01, -2.78], [-2.79, 2.63, 4.44], [2.38, -1.12, -0.97], [0.81, -1.59, -4.09], [-2.82, 0.28, -3.41], [0.04, -2.17, -1.59], [1.11, -4.99, 6.13], [-2.41, -4.33, 3.69], [-0.98, -1.29, 4.58], [-0.96, 1.69, -4.59], [-1.04, -0.05, -4.91], [-1.48, 0.89, 5.69], [-2.12, -0.98, -1.35], [0.25, -2.60, 0.78], [1.16, -2.16, 2.83]], "charge": -1, "gap_ha": [0.1739, 0.1356], "total_energy_ha": -2283.4762, "e_above_lowest_kj_mol": 126.5}



{"formula": "C17H33BrGeN2O5SbSe4Ti", "method": "ωB97M-V/def2-TZVPD", "symbols": ["Sb", "Br", "Se", "Se", "Se", "Se", "Ge", "Ti", "O", "O", "O", "O", "O", "N", "N", "C", "C", "C", "C", "C", "C", "C", "C", "C", "C", "C", "C", "C", "C", "C", "C", "C", "H", "H", "H", "H", "H", "H", "H", "H", "H", "H", "H", "H", "H", "H", "H", "H", "H", "H", "H", "H", "H", "H", "H", "H", "H", "H", "H", "H", "H", "H", "H", "H", "H"], "xyz": [[2.74, -0.37, 2.55], [-3.51, 5.55, -3.97], [4.03, 1.64, 2.95], [1.84, 0.19, 0.07], [3.98, -2.41, 2.12], [0.91, -0.65, 4.15], [-1.96, -2.61, -2.49], [-0.32, -0.32, -0.64], [-2.37, -0.17, 0.45], [-0.80, 1.77, 1.62], [-1.14, 1.43, -1.20], [-0.09, 0.18, -2.59], [-0.57, -1.90, 0.97], [3.86, 3.66, -0.33], [4.67, 2.59, -0.86], [-1.74, -3.32, -4.32], [-0.78, 1.27, -2.45], [-1.20, 2.67, -5.87], [0.44, -2.86, 1.33], [-2.00, 3.26, -3.26], [-1.17, 2.12, -3.50], [-2.82, -1.30, 1.20], [-2.39, 4.03, -4.31], [-0.78, 1.86, -4.85], [-3.24, -1.12, -2.65], [0.03, 2.53, 2.48], [-2.91, 1.09, 0.89], [-2.12, 1.65, 2.06], [-1.63, -1.88, 1.92], [-0.25, -2.17, -1.69], [-2.03, 3.78, -5.63], [-2.83, -4.04, -1.43], [-3.24, -2.02, 0.48], [0.06, 2.09, 3.48], [-3.59, -1.00, 1.90], [3.09, 3.78, -0.97], [1.34, -2.65, 0.75], [-2.84, -0.33, -3.28], [-2.36, 4.43, -6.44], [-2.29, 3.49, -2.24], [0.06, -3.02, -1.09], [-3.48, -0.69, -1.68], [-4.16, -1.49, -3.10], [5.52, 2.59, -0.31], [-0.15, 1.00, -5.04], [-2.18, 1.00, 2.95], [-2.57, -3.94, -0.37], [-2.47, -5.01, -1.76], [-2.83, 1.76, 0.04], [-2.54, 2.63, 2.33], [-0.33, 3.57, 2.52], [-1.85, -2.90, 2.25], [3.48, 3.38, 0.57], [0.67, -2.76, 2.39], [-1.30, -2.56, -4.96], [-2.70, -3.63, -4.74], [-0.90, 2.45, -6.89], [-3.96, 0.94, 1.16], [-1.33, -1.28, 2.78], [4.21, 1.70, -0.65], [0.46, -2.03, -2.50], [0.07, -3.86, 1.10], [1.03, 2.50, 2.06], [-3.92, -4.01, -1.53], [-1.07, -4.19, -4.30]], "s2": 0.777, "multiplicity": 2, "charge": -2, "gap_ha": [0.1635, 0.2046], "total_energy_ha": -16499.7728, "e_above_lowest_kj_mol": 154.5}



{"formula": "C38H28N7O4PbS", "method": "ωB97M-V/def2-TZVPD", "symbols": ["Pb", "S", "O", "O", "O", "O", "N", "N", "N", "N", "N", "N", "N", "C", "C", "C", "C", "C", "C", "C", "C", "C", "C", "C", "C", "C", "C", "C", "C", "C", "C", "C", "C", "C", "C", "C", "C", "C", "C", "C", "C", "C", "C", "C", "C", "C", "C", "C", "C", "C", "C", "H", "H", "H", "H", "H", "H", "H", "H", "H", "H", "H", "H", "H", "H", "H", "H", "H", "H", "H", "H", "H", "H", "H", "H", "H", "H", "H", "H"], "xyz": [[-0.02, 0.02, 0.03], [0.82, 0.65, -5.57], [0.71, 0.76, -1.86], [-1.29, 0.78, -1.29], [2.11, 0.55, -6.22], [-0.32, 1.14, -6.31], [-2.70, 3.63, 0.54], [-1.75, -1.14, -0.69], [-1.88, 1.40, 0.60], [1.27, -0.86, 1.67], [-0.90, -2.15, 0.98], [-2.58, -0.11, -1.27], [0.95, 1.39, -4.12], [1.64, 1.72, 2.19], [-0.36, 2.10, 4.07], [4.42, -1.32, -0.11], [-3.53, 2.14, -1.14], [-2.22, -2.43, -0.79], [0.37, 1.19, 1.95], [0.90, 2.62, 4.30], [2.63, -0.22, -1.92], [-0.63, 1.39, 2.90], [-4.40, 4.38, -1.02], [0.57, -1.01, 2.89], [2.49, -1.91, 3.99], [-2.61, 1.09, -0.60], [0.42, -0.94, -4.95], [-4.38, 1.87, -2.21], [2.18, -0.47, -0.60], [2.54, -1.25, 1.66], [-1.52, -3.15, 0.22], [-1.97, 2.60, 1.05], [-0.18, -3.19, -3.53], [0.08, -2.01, -2.84], [-5.24, 4.11, -2.08], [-5.24, 2.86, -2.68], [4.82, -1.06, -1.41], [0.72, 0.56, -3.14], [-0.20, -2.65, 2.03], [-0.08, -3.97, 2.35], [1.91, 2.43, 3.36], [3.11, -1.03, 0.30], [-0.75, -4.94, 1.55], [3.92, -0.51, -2.32], [3.20, -1.78, 2.77], [-0.14, -3.23, -4.93], [0.16, -2.09, -5.66], [-3.55, 3.39, -0.53], [0.38, -0.87, -3.57], [1.17, -1.52, 4.07], [-1.47, -4.54, 0.47], [0.20, -2.10, -6.74], [-0.46, -0.67, 2.88], [-4.38, 0.90, -2.68], [-3.04, -2.80, -1.39], [1.86, 0.26, -2.59], [-1.15, 2.24, 4.81], [2.99, -2.31, 4.86], [5.83, -1.29, -1.72], [-1.99, -5.24, -0.17], [0.51, -4.27, 3.21], [5.13, -1.75, 0.59], [4.23, -2.08, 2.71], [-0.35, -4.17, -5.44], [0.61, -1.61, 4.99], [-5.90, 2.64, -3.51], [4.24, -0.29, -3.34], [0.05, -1.98, -1.77], [2.90, 2.84, 3.53], [-1.61, 0.98, 2.73], [1.11, 3.17, 5.21], [-1.42, 2.88, 1.94], [2.43, 1.57, 1.46], [-0.66, -5.99, 1.79], [0.31, -1.97, 2.61], [-4.41, 5.37, -0.56], [-2.79, 4.49, 1.05], [-5.91, 4.88, -2.45], [-0.41, -4.08, -2.97]], "charge": -1, "gap_ha": 0.1633, "total_energy_ha": -2739.4042, "e_above_lowest_kj_mol": 1916.7}



{"formula": "C9H28O5", "method": "ωB97M-V/def2-TZVPD", "symbols": ["O", "O", "O", "O", "O", "C", "C", "C", "C", "C", "C", "C", "C", "C", "H", "H", "H", "H", "H", "H", "H", "H", "H", "H", "H", "H", "H", "H", "H", "H", "H", "H", "H", "H", "H", "H", "H", "H", "H", "H", "H", "H"], "xyz": [[0.42, 3.11, -2.65], [-0.52, 0.95, -1.11], [0.35, -0.61, 1.51], [-4.41, -2.90, 2.15], [-2.37, -0.84, -2.68], [-2.25, -3.70, 1.85], [2.14, 0.88, 1.68], [2.03, -1.16, 3.09], [-3.30, -1.65, 0.76], [1.25, -0.08, 2.42], [1.66, 2.83, -3.08], [2.56, 2.28, -1.96], [2.32, 4.10, -3.61], [-3.13, -2.51, 1.97], [-2.53, -0.88, 0.67], [2.66, -0.67, 3.83], [-1.29, -3.18, 1.89], [-2.95, -2.32, -0.03], [2.36, 4.98, -2.97], [2.73, -1.61, 2.39], [-2.30, -4.35, 0.98], [1.82, 4.42, -4.52], [0.08, 2.38, -2.13], [0.64, 0.51, 3.10], [-3.06, -1.50, -2.56], [0.65, -1.48, 1.23], [-4.26, -1.30, 0.39], [2.00, 1.85, -1.13], [1.61, 1.78, 1.37], [-2.33, -4.36, 2.72], [1.51, 2.18, -3.95], [2.59, 0.39, 0.83], [1.49, -1.97, 3.58], [-4.71, -3.14, 1.27], [3.23, 1.52, -2.36], [3.16, 3.07, -1.51], [-2.82, -1.97, 2.87], [-1.73, -1.27, -3.24], [-0.17, 0.53, -0.33], [3.35, 3.84, -3.84], [2.94, 1.28, 2.31], [-1.40, 0.57, -1.22]], "s2": 0.750, "multiplicity": 2, "charge": -1, "gap_ha": [0.0839, 0.3609], "total_energy_ha": -735.8134, "e_above_lowest_kj_mol": 114.7}



{"formula": "C5H16N2O", "method": "ωB97M-V/def2-TZVPD", "symbols": ["O", "N", "N", "C", "C", "C", "C", "C", "H", "H", "H", "H", "H", "H", "H", "H", "H", "H", "H", "H", "H", "H", "H", "H"], "xyz": [[-2.31, 4.13, -0.78], [-1.43, 1.53, -1.90], [0.78, -3.10, 1.23], [-0.18, 0.00, -0.33], [-0.43, 0.54, -1.51], [0.94, -1.00, -0.11], [0.95, -1.55, 1.35], [2.29, -1.41, 2.06], [-0.14, -3.41, 0.92], [-1.43, 1.53, -2.92], [-0.65, 0.47, 0.53], [-3.09, 4.38, -1.28], [0.88, -1.82, -0.82], [3.13, -1.37, 1.36], [0.77, -3.47, 2.18], [-1.42, 2.50, -1.52], [-2.18, 4.85, -0.13], [-2.38, 1.26, -1.63], [1.53, -3.59, 0.74], [1.85, -0.45, -0.29], [2.37, -0.44, 2.57], [-0.04, 0.05, -2.39], [2.58, -2.23, 2.70], [0.05, -1.23, 1.87]], "charge": 2, "gap_ha": 0.4267, "total_energy_ha": -384.2365, "e_above_lowest_kj_mol": 50.5}



{"formula": "C4H17BF6NO11S2Zr", "method": "ωB97M-V/def2-TZVPD", "symbols": ["Zr", "S", "S", "F", "F", "F", "F", "F", "F", "O", "O", "O", "O", "O", "O", "O", "O", "O", "O", "O", "N", "C", "C", "C", "C", "B", "H", "H", "H", "H", "H", "H", "H", "H", "H", "H", "H", "H", "H", "H", "H", "H", "H"], "xyz": [[0.90, -0.69, -0.43], [-0.76, -3.13, 1.32], [-2.21, -0.92, 1.02], [-1.97, -2.36, 3.66], [-1.12, -4.36, 3.66], [-2.64, 0.21, 3.46], [0.15, -2.64, 3.75], [-2.10, 1.60, 1.92], [-0.59, 0.30, 2.71], [-1.36, 3.39, -2.52], [0.59, -3.66, 1.25], [-2.65, -0.17, -0.14], [1.67, -0.90, 1.67], [-1.24, 0.61, -3.92], [1.12, 2.42, -3.52], [-1.75, -3.99, 0.73], [2.84, 0.32, 0.48], [-3.22, -1.80, 1.49], [-0.39, -1.28, -2.15], [1.84, 0.18, -2.24], [-0.72, -1.47, 0.67], [2.74, -0.25, 1.59], [-0.98, -3.13, 3.27], [3.67, 0.03, 2.74], [-1.89, 0.38, 2.40], [0.04, 1.47, -0.37], [-1.30, 1.49, -3.51], [-0.95, 3.28, -1.64], [-0.71, 2.32, -0.21], [0.33, 0.93, 0.58], [-1.93, 4.16, -2.44], [4.74, -0.04, 2.54], [2.65, -0.05, -2.71], [-0.55, -0.69, -2.94], [-0.49, 0.76, -1.08], [-1.15, -1.88, -2.12], [1.57, 1.07, -2.61], [-1.95, 0.58, -4.58], [1.15, 3.37, -3.34], [0.49, 2.32, -4.24], [3.53, 1.07, 3.03], [3.57, -0.67, 3.57], [1.02, 1.83, -0.80]], "charge": 1, "gap_ha": 0.3234, "total_energy_ha": -2512.2574}